1.
{
  "formula": "C20H20NO12P2Zr",
  "method": "ωB97M-V/def2-TZVPD",
  "e_above_lowest_kj_mol": 176.9,
  "homo_ev": -5.64,
  "total_charge": -1,
  "species": ["Zr", "O", "C", "O", "C", "C", "C", "C", "C", "O", "C", "C", "O", "O", "H", "H", "H", "H", "H", "H", "H", "H", "O", "P", "O", "O", "O", "P", "O", "O", "O", "H", "H", "N", "C", "C", "C", "C", "C", "C", "C", "C", "C", "C", "C", "C", "H", "H", "H", "H", "H", "H", "H", "H", "H", "H"],
  "positions_angstrom": [[-0.1475, 0.2953, -0.0284], [1.1876, -3.2542, -1.5020], [1.1721, -2.0465, -1.4449], [1.1430, -1.3348, -0.3395], [1.2502, -1.1970, -2.7106], [2.0944, 0.0437, -2.4371], [2.4787, 0.7709, -3.7142], [1.1327, 1.4041, -4.1400], [0.1967, 0.9557, -3.0291], [1.1016, 0.9560, -1.8589], [-0.1196, -0.5536, -3.1764], [-1.3771, -1.0293, -2.4212], [-2.3674, -1.3219, -3.0545], [-1.2662, -1.1038, -1.1160], [1.6728, -1.8211, -3.4957], [2.8851, -0.0972, -1.7077], [2.8821, 0.0758, -4.4505], [3.2296, 1.5331, -3.5124], [0.7794, 1.0596, -5.1109], [1.1963, 2.4908, -4.1602], [-0.6483, 1.6033, -2.8299], [-0.3196, -0.7779, -4.2214], [-1.4330, 4.2320, 0.5066], [-0.7846, 3.0022, 1.2835], [-0.3467, 3.2860, 2.6487], [0.1595, 2.3750, 0.2510], [-2.0386, 1.9022, 1.3593], [-2.9912, 1.6492, 0.0267], [-3.6131, 0.2547, 0.5314], [-4.0339, 2.6579, -0.1877], [-1.9172, 1.3862, -1.0158], [-2.1477, 4.6437, 1.0128], [-4.3809, 0.0078, -0.0024], [-1.1920, -0.7110, 1.8474], [-0.5931, -1.9580, 2.2350], [-1.3304, -3.1219, 2.1132], [-0.7612, -4.3396, 2.4485], [0.5474, -4.3763, 2.9045], [1.2750, -3.2000, 3.0065], [0.7274, -1.9625, 2.6735], [1.5658, -0.7247, 2.6963], [2.5797, -0.6475, 3.6542], [3.5203, 0.3687, 3.6182], [3.4437, 1.3179, 2.6095], [2.3925, 1.2723, 1.7018], [1.4082, 0.2757, 1.7192], [-2.1942, -0.7897, 1.7030], [-1.0217, 0.0026, 2.5522], [-2.3444, -3.0697, 1.7340], [-1.3334, -5.2514, 2.3356], [1.0147, -5.3211, 3.1513], [2.3148, -3.2426, 3.3039], [2.6310, -1.3943, 4.4390], [4.2984, 0.4182, 4.3709], [4.1751, 2.1165, 2.5510], [2.3264, 2.0729, 0.9751]],
  "lowdin_charge": [1.90, 0.10, -0.57, -0.19, -0.09, -0.23, -0.09, -0.09, -0.22, -0.18, -0.08, -0.57, 0.08, -0.20, 0.15, 0.17, 0.12, 0.12, 0.12, 0.12, 0.15, 0.15, -0.11, 0.22, -0.26, -0.43, -0.32, 0.21, -0.14, -0.27, -0.37, 0.09, 0.10, 0.01, -0.24, -0.02, -0.09, -0.09, -0.03, -0.13, -0.20, -0.06, -0.10, -0.10, -0.13, -0.17, 0.08, 0.11, 0.12, 0.10, 0.10, 0.11, 0.10, 0.09, 0.09, 0.08]
}


2.
{
  "formula": "C51H50N3O",
  "method": "ωB97M-V/def2-TZVPD",
  "homo_ev": -9.08,
  "total_charge": 1,
  "species": ["C", "N", "C", "O", "C", "C", "C", "C", "C", "C", "C", "C", "N", "C", "C", "C", "C", "C", "C", "C", "C", "C", "C", "C", "C", "C", "C", "C", "C", "C", "C", "H", "H", "H", "H", "H", "H", "H", "H", "H", "H", "H", "H", "H", "H", "H", "H", "H", "H", "H", "H", "H", "H", "H", "H", "H", "H", "H", "C", "C", "C", "C", "C", "C", "C", "C", "C", "C", "C", "C", "C", "C", "C", "C", "C", "C", "C", "C", "C", "N", "C", "C", "H", "H", "H", "H", "H", "H", "H", "H", "H", "H", "H", "H", "H", "H", "H", "H", "H", "H", "H", "H", "H", "H", "H"],
  "positions_angstrom": [[-4.2922, 2.1159, 4.4759], [-3.8598, 1.1052, 3.5430], [-4.3583, -0.1794, 3.5494], [-4.9238, -0.7214, 4.4905], [-4.0226, -0.7970, 2.1930], [-5.2443, -0.8107, 1.2773], [-5.9974, 0.4932, 1.2856], [-6.9548, 0.7277, 2.2807], [-7.7474, 1.8758, 2.2558], [-7.5735, 2.8200, 1.2338], [-6.5799, 2.6186, 0.2673], [-5.7973, 1.4575, 0.2912], [-2.9539, 0.1059, 1.7317], [-2.4062, 0.0157, 0.4923], [-1.8694, 1.1318, -0.1291], [-1.4643, 1.2789, -1.4567], [-1.1398, 2.5957, -1.9604], [-1.1044, 2.8385, -3.3578], [-0.9658, 4.1352, -3.8457], [-0.8819, 5.2186, -2.9478], [-0.8165, 4.9841, -1.5700], [-0.8443, 3.6774, -1.0845], [-3.0287, 1.4292, 2.4035], [-1.7040, 1.9926, 2.8328], [-0.6206, 1.2155, 3.0141], [0.6911, 1.7132, 3.3866], [1.5954, 0.8443, 4.0331], [2.8751, 1.2708, 4.3676], [3.2888, 2.5724, 4.0382], [2.3974, 3.4483, 3.3982], [1.0957, 3.0364, 3.0995], [-4.8006, 1.6256, 5.3081], [-3.4187, 2.6600, 4.8457], [-4.9891, 2.8319, 4.0093], [-3.6154, -1.8059, 2.3524], [-4.9356, -1.0821, 0.2654], [-5.9071, -1.6004, 1.6502], [-7.0886, -0.0112, 3.0781], [-8.4921, 2.0348, 3.0428], [-8.2159, 3.7039, 1.1937], [-6.4109, 3.3684, -0.5115], [-5.0369, 1.2866, -0.4783], [-2.4801, -0.9462, -0.0240], [-1.8364, 2.0364, 0.4813], [-1.6244, 0.4475, -2.1498], [-1.2181, 1.9960, -4.0495], [-0.9474, 4.3134, -4.9290], [-0.8717, 6.2412, -3.3285], [-0.7369, 5.8097, -0.8677], [-0.6388, 3.5107, -0.0265], [-3.5587, 2.1795, 1.7819], [-1.7295, 3.0489, 3.1131], [-0.7286, 0.1278, 2.9568], [1.2659, -0.1696, 4.2699], [3.5604, 0.5912, 4.8786], [4.3042, 2.9015, 4.2767], [2.7249, 4.4562, 3.1285], [0.3863, 3.7146, 2.6166], [1.5037, -6.3392, -0.7225], [0.7132, -5.2255, -0.4291], [1.1857, -3.9270, -0.6753], [2.4601, -3.7731, -1.2180], [3.0890, -2.4104, -1.5065], [2.3886, -1.2500, -0.8227], [2.9185, -0.5340, 0.2456], [2.7661, 0.8589, 0.2700], [2.0338, 1.5115, -0.7314], [1.3148, 0.7591, -1.6415], [1.3129, -0.6596, -1.5423], [4.5679, -2.3973, -1.0598], [4.9830, -3.2115, -0.0014], [6.2884, -3.1448, 0.4985], [7.1751, -2.1966, -0.0171], [6.7729, -1.3851, -1.0841], [5.4708, -1.4756, -1.6040], [2.9604, -2.1637, -3.0612], [2.2488, -3.2066, -3.9382], [1.9342, -2.4067, -5.2078], [1.6104, -1.0024, -4.7082], [2.2192, -0.9512, -3.3638], [3.2262, -4.8955, -1.5795], [2.7685, -6.1792, -1.2987], [1.1401, -7.3433, -0.5046], [-0.2803, -5.3476, 0.0050], [0.5687, -3.0547, -0.4345], [3.5287, -1.0328, 1.0064], [3.2744, 1.4468, 1.0360], [2.0151, 2.6010, -0.7933], [0.8413, 1.2143, -2.5156], [0.4954, -1.2729, -1.9146], [4.2843, -3.9257, 0.4409], [6.5831, -3.8336, 1.2931], [8.1725, -2.0896, 0.4122], [7.4630, -0.6550, -1.5181], [5.1680, -0.8064, -2.4195], [3.9686, -2.0497, -3.4879], [2.8772, -4.0899, -4.1079], [1.3273, -3.5406, -3.4353], [2.8383, -2.3333, -5.8284], [1.1158, -2.8422, -5.7867], [2.0285, -0.1853, -5.3213], [0.5336, -0.8417, -4.5899], [2.7688, -0.1020, -3.2371], [4.2130, -4.7596, -2.0420], [3.4098, -7.0314, -1.5312]],
  "lowdin_charge": [0.00, -0.04, -0.40, 0.09, -0.15, -0.07, -0.23, -0.04, -0.06, -0.08, -0.07, -0.05, 0.03, 0.02, -0.05, 0.03, -0.24, -0.03, -0.06, -0.05, -0.05, -0.02, -0.25, -0.05, -0.03, -0.23, -0.04, -0.07, -0.08, -0.08, -0.04, 0.10, 0.09, 0.10, 0.17, 0.12, 0.14, 0.12, 0.11, 0.11, 0.11, 0.11, 0.16, 0.08, 0.14, 0.12, 0.12, 0.11, 0.11, 0.11, 0.16, 0.13, 0.13, 0.12, 0.11, 0.11, 0.11, 0.10, -0.08, -0.08, -0.03, -0.20, -0.23, -0.17, -0.01, -0.09, -0.09, -0.13, -0.07, -0.18, -0.05, -0.06, -0.08, -0.07, -0.03, -0.23, -0.12, -0.15, -0.16, -0.06, -0.07, -0.06, 0.10, 0.10, 0.10, 0.13, 0.09, 0.11, 0.09, 0.11, 0.12, 0.11, 0.10, 0.11, 0.12, 0.14, 0.12, 0.13, 0.12, 0.11, 0.12, 0.11, 0.14, 0.14, 0.11]
}


3.
{
  "formula": "C45H91BrF2O12",
  "method": "ωB97M-V/def2-TZVPD",
  "smiles": "C=CC[C@@H](O[C@@](CCCCC)(CCCCCCC)CC(=O)Br)[C@@H](CC(=O)F)O[C@@H](CCC)CCCF.COCCOC.COCCOC.COCCOC.COCCOC",
  "homo_ev": -9.03,
  "species": ["C", "C", "C", "C", "O", "C", "C", "C", "C", "C", "C", "C", "C", "C", "C", "C", "C", "C", "C", "C", "O", "Br", "C", "C", "C", "O", "F", "O", "C", "C", "C", "C", "C", "C", "C", "F", "H", "H", "H", "H", "H", "H", "H", "H", "H", "H", "H", "H", "H", "H", "H", "H", "H", "H", "H", "H", "H", "H", "H", "H", "H", "H", "H", "H", "H", "H", "H", "H", "H", "H", "H", "H", "H", "H", "H", "H", "H", "H", "H", "H", "H", "H", "H", "H", "H", "H", "H", "C", "O", "C", "C", "O", "C", "H", "H", "H", "H", "H", "H", "H", "H", "H", "H", "C", "O", "C", "C", "O", "C", "H", "H", "H", "H", "H", "H", "H", "H", "H", "H", "C", "O", "C", "C", "O", "C", "H", "H", "H", "H", "H", "H", "H", "H", "H", "H", "C", "O", "C", "C", "O", "C", "H", "H", "H", "H", "H", "H", "H", "H", "H", "H"],
  "positions_angstrom": [[2.7762, -1.9840, 3.1783], [2.1054, -0.7340, 3.3211], [1.9053, 0.3320, 2.1068], [1.4945, -0.4728, 0.7398], [0.5971, 0.2325, -0.1115], [-0.7953, 0.1449, 0.1964], [-1.2978, 1.6811, 0.4940], [-0.4946, 2.7877, -0.3440], [-1.0992, 4.2337, 0.1252], [-2.6493, 4.4320, -0.3463], [-2.7111, 5.7557, -1.2926], [-1.5547, -0.2429, -1.2009], [-3.1153, -0.5711, -1.0197], [-3.8122, -0.2535, -2.4639], [-5.3028, -0.8518, -2.6002], [-5.4805, -2.3646, -2.0721], [-6.0883, -2.2610, -0.5602], [-7.6392, -2.7051, -0.4713], [-1.2677, -0.7028, 1.4543], [-1.3939, -2.2850, 1.2755], [-2.0383, -2.8989, 2.1850], [-0.6302, -3.4110, -0.1523], [2.9019, -0.5609, -0.0932], [2.6391, -1.4531, -1.4394], [3.0162, -2.9850, -1.1907], [2.3002, -3.9484, -1.5743], [4.2169, -3.3739, -0.4727], [3.3624, 0.7257, -0.5554], [4.7524, 0.9704, -0.2281], [5.7975, -0.0869, -0.8390], [6.2626, 0.2031, -2.3554], [6.5865, -1.2606, -3.0112], [5.1819, 2.4747, -0.6919], [6.6817, 2.7381, -0.1452], [6.9604, 4.2463, 0.3210], [7.7550, 4.9372, -0.6826], [3.2591, -2.5773, 4.0283], [2.7806, -2.4659, 2.1293], [1.7369, -0.4776, 4.3834], [2.9496, 0.8112, 1.9708], [1.1695, 1.1669, 2.3666], [1.2499, -1.5644, 0.9727], [-1.2336, 1.8746, 1.6385], [-2.4176, 1.7659, 0.2380], [0.6306, 2.8119, -0.1445], [-0.7744, 2.6986, -1.4551], [-0.4653, 5.0508, -0.3659], [-1.0139, 4.3794, 1.2737], [-3.3817, 4.4968, 0.5301], [-2.8772, 3.5359, -1.0478], [-1.7687, 5.7024, -1.9558], [-3.6827, 5.7209, -1.9214], [-2.6717, 6.7154, -0.6623], [-1.4711, 0.7087, -1.8612], [-0.9552, -1.0493, -1.7577], [-3.6308, -0.0272, -0.1566], [-3.1809, -1.7031, -0.7693], [-3.0810, -0.6259, -3.2693], [-3.8406, 0.8954, -2.5515], [-6.0875, -0.1194, -2.1604], [-5.5428, -0.8791, -3.7375], [-6.1504, -2.9554, -2.7861], [-4.4380, -2.8577, -2.0907], [-5.4423, -2.8322, 0.1913], [-6.0517, -1.1458, -0.2555], [-8.0161, -3.1728, -1.4553], [-8.2761, -1.7778, -0.1994], [-7.7884, -3.4366, 0.4115], [-0.6541, -0.5253, 2.4143], [-2.3342, -0.3319, 1.7221], [3.6651, -1.1546, 0.5205], [1.5540, -1.4276, -1.7922], [3.2722, -1.0594, -2.3257], [4.8506, 0.9759, 0.9260], [5.4714, -1.1815, -0.7879], [6.7532, -0.0127, -0.1849], [5.5222, 0.8036, -2.9833], [7.2869, 0.7379, -2.3041], [7.3719, -1.8017, -2.3737], [6.9409, -1.1945, -4.0944], [5.6060, -1.8686, -2.8889], [4.4183, 3.1991, -0.2134], [5.0756, 2.6244, -1.8287], [6.8119, 2.0466, 0.7756], [7.4910, 2.3860, -0.8942], [6.0017, 4.8323, 0.5387], [7.5944, 4.2125, 1.2832], [6.5421, 5.9190, -5.7547], [5.2720, 6.4898, -6.0431], [4.2959, 5.5050, -6.3737], [3.3730, 5.2176, -5.1931], [4.0811, 4.5967, -4.1208], [4.4079, 5.5129, -3.0853], [7.1604, 6.6826, -5.2814], [6.4615, 5.0661, -5.0762], [7.0233, 5.6030, -6.6854], [4.7735, 4.5855, -6.7303], [3.6980, 5.9117, -7.1955], [2.5987, 4.5147, -5.5141], [2.8760, 6.1319, -4.8512], [3.5109, 5.7410, -2.4991], [4.8399, 6.4388, -3.4742], [5.1414, 5.0386, -2.4301], [2.3813, -5.2367, 5.4157], [2.2838, -4.2177, 6.4022], [0.9542, -4.0678, 6.8980], [0.7864, -4.7437, 8.2555], [0.9134, -6.1615, 8.1484], [2.1916, -6.6231, 8.5611], [3.4370, -5.4642, 5.2610], [1.8693, -6.1521, 5.7221], [1.9567, -4.8769, 4.4732], [0.2231, -4.4503, 6.1773], [0.7770, -2.9942, 7.0164], [-0.2216, -4.5403, 8.6276], [1.5007, -4.3447, 8.9841], [2.2588, -6.5953, 9.6540], [3.0031, -6.0331, 8.1264], [2.3021, -7.6579, 8.2314], [-6.4178, 1.6889, -5.3995], [-5.0474, 1.8128, -5.0430], [-4.1939, 1.8553, -6.1842], [-3.7541, 3.2825, -6.4976], [-4.8579, 4.0860, -6.9130], [-5.3394, 4.9240, -5.8719], [-7.0220, 1.9057, -4.5176], [-6.6976, 2.3856, -6.1936], [-6.6209, 0.6632, -5.7225], [-4.6789, 1.3950, -7.0522], [-3.3074, 1.2604, -5.9418], [-3.0455, 3.2577, -7.3304], [-3.2471, 3.7351, -5.6383], [-4.6503, 5.7625, -5.7246], [-5.4663, 4.3810, -4.9312], [-6.3102, 5.3200, -6.1758], [-2.7480, -4.1149, 4.8690], [-3.0254, -4.1333, 6.2655], [-4.4107, -3.9526, 6.5465], [-5.0902, -5.2794, 6.8731], [-5.1202, -6.1405, 5.7357], [-4.1118, -7.1399, 5.7868], [-1.7374, -4.4955, 4.7157], [-3.4448, -4.7410, 4.3064], [-2.7970, -3.0879, 4.4982], [-4.9156, -3.4482, 5.7150], [-4.4760, -3.3000, 7.4231], [-6.1294, -5.0835, 7.1530], [-4.6014, -5.7731, 7.7201], [-4.3947, -7.9129, 6.5095], [-3.1349, -6.7267, 6.0519], [-4.0365, -7.5976, 4.7986]],
  "lowdin_charge": [0.00, -0.14, -0.09, -0.25, -0.10, -0.42, -0.13, -0.17, -0.22, -0.25, -0.14, -0.14, -0.19, -0.19, -0.22, -0.20, -0.25, -0.13, -0.08, -0.65, -0.06, 0.80, -0.24, 0.00, -0.29, 0.03, -0.01, -0.11, -0.31, -0.15, -0.23, -0.12, -0.13, -0.16, -0.16, -0.13, 0.06, 0.06, 0.10, 0.11, 0.11, 0.11, 0.13, 0.11, 0.12, 0.11, 0.09, 0.11, 0.11, 0.09, 0.07, 0.07, 0.08, 0.11, 0.09, 0.11, 0.09, 0.12, 0.11, 0.12, 0.10, 0.10, 0.10, 0.10, 0.09, 0.07, 0.07, 0.07, 0.14, 0.15, 0.14, 0.12, 0.14, 0.14, 0.09, 0.13, 0.11, 0.10, 0.08, 0.07, 0.06, 0.12, 0.11, 0.11, 0.12, 0.12, 0.12, -0.11, -0.19, -0.20, -0.20, -0.20, -0.11, 0.09, 0.08, 0.09, 0.12, 0.12, 0.12, 0.13, 0.09, 0.09, 0.07, -0.11, -0.20, -0.19, -0.19, -0.19, -0.11, 0.09, 0.09, 0.08, 0.11, 0.12, 0.12, 0.12, 0.09, 0.08, 0.09, -0.11, -0.21, -0.19, -0.20, -0.19, -0.11, 0.09, 0.08, 0.09, 0.13, 0.12, 0.12, 0.12, 0.09, 0.08, 0.09, -0.12, -0.20, -0.20, -0.20, -0.19, -0.11, 0.08, 0.09, 0.07, 0.13, 0.12, 0.12, 0.12, 0.09, 0.08, 0.09]
}


Asked for LUMO across the records above, the calculation gives 0.0963, -0.1702, 0.0086 hartree in order.